1.
{
  "formula": "C29H30BrCrIN4O2S5",
  "method": "ωB97M-V/def2-TZVPD",
  "symbols": ["Cr", "S", "C", "C", "C", "C", "C", "C", "S", "H", "H", "H", "H", "C", "C", "S", "C", "C", "S", "C", "C", "S", "H", "H", "H", "H", "H", "H", "H", "H", "H", "H", "H", "H", "C", "O", "C", "C", "C", "Br", "C", "C", "C", "O", "C", "N", "C", "C", "C", "C", "C", "C", "N", "H", "H", "H", "H", "H", "H", "H", "H", "H", "H", "H", "I", "C", "C", "N", "N", "C", "H", "H", "H"],
  "coordinates": [[0.341, -0.413, 1.374], [-0.275, -0.755, 3.561], [0.851, 0.274, 4.446], [1.076, 0.054, 5.805], [1.983, 0.839, 6.496], [2.675, 1.846, 5.833], [2.449, 2.075, 4.487], [1.528, 1.298, 3.783], [1.175, 1.653, 2.097], [0.526, -0.736, 6.304], [2.150, 0.667, 7.553], [3.400, 2.450, 6.365], [2.976, 2.869, 3.969], [-3.738, 1.433, 1.947], [-3.506, -0.051, 1.656], [-2.192, -0.503, 0.489], [-2.680, 0.302, -1.059], [-2.419, 1.795, -1.225], [-0.757, 2.296, -0.709], [-1.138, 3.817, 0.207], [-2.261, 3.768, 1.250], [-2.244, 2.361, 2.406], [-4.437, 1.500, 2.780], [-4.196, 1.924, 1.089], [-4.431, -0.486, 1.277], [-3.216, -0.588, 2.559], [-3.741, 0.089, -1.193], [-2.130, -0.262, -1.813], [-3.126, 2.377, -0.642], [-2.557, 2.052, -2.276], [-1.369, 4.599, -0.517], [-0.188, 4.058, 0.680], [-3.245, 3.808, 0.786], [-2.168, 4.663, 1.865], [-0.168, -3.722, 1.928], [0.031, -2.662, 0.970], [0.000, -3.023, -0.352], [-0.213, -4.313, -0.793], [-0.268, -4.565, -2.160], [-0.559, -6.334, -2.750], [-0.134, -3.553, -3.080], [0.094, -2.248, -2.638], [0.193, -1.989, -1.268], [0.459, -0.733, -0.799], [0.179, -1.115, -3.562], [0.317, 0.122, -3.134], [0.289, 0.948, -4.250], [0.380, 2.334, -4.359], [0.313, 2.870, -5.629], [0.161, 2.058, -6.765], [0.069, 0.684, -6.666], [0.136, 0.149, -5.384], [0.065, -1.157, -4.910], [0.621, -4.466, 1.826], [-1.145, -4.178, 1.779], [-0.119, -3.264, 2.906], [-0.344, -5.131, -0.101], [-0.211, -3.780, -4.136], [0.397, -0.072, -1.645], [0.492, 2.954, -3.478], [0.381, 3.943, -5.759], [0.112, 2.521, -7.742], [-0.051, 0.055, -7.539], [-0.030, -1.982, -5.475], [5.857, -2.537, 3.070], [4.308, -1.679, 2.013], [4.378, -1.051, 0.791], [3.134, -0.657, 0.483], [2.264, -0.973, 1.455], [2.965, -1.602, 2.391], [5.215, -0.875, 0.134], [2.831, -0.102, -0.297], [2.486, -1.948, 3.296]],
  "atomic_forces_ev_per_a": [[-0.5, 0.4, 0.2], [0.0, 0.0, -0.3], [0.1, 0.1, 0.1], [-0.1, 0.0, -0.1], [0.0, 0.0, 0.0], [0.0, 0.0, 0.0], [0.0, 0.0, 0.0], [0.0, 0.0, 0.0], [-0.3, -0.1, -0.5], [0.1, 0.0, 0.0], [0.0, 0.0, 0.0], [-0.1, 0.0, 0.0], [0.0, -0.1, 0.0], [0.2, 0.0, 0.0], [0.2, 0.1, -0.1], [-0.3, 0.1, 0.4], [0.2, -0.1, 0.1], [0.2, 0.0, 0.0], [-0.1, 0.1, 0.1], [0.0, -0.2, 0.0], [0.1, -0.2, 0.1], [0.0, 0.0, 0.0], [-0.1, 0.0, -0.1], [-0.1, 0.0, 0.0], [0.0, -0.1, 0.1], [0.0, 0.0, 0.1], [0.0, -0.1, -0.1], [-0.1, 0.0, -0.1], [0.0, 0.0, -0.1], [-0.1, 0.0, 0.0], [0.0, 0.1, 0.0], [0.0, 0.1, 0.1], [0.0, 0.1, 0.0], [-0.1, 0.1, -0.1], [0.0, 0.0, -0.1], [0.0, -0.1, -0.1], [0.0, 0.1, 0.1], [0.0, -0.1, 0.0], [0.0, -0.1, 0.0], [0.0, 0.0, 0.0], [0.0, 0.1, -0.1], [0.0, 0.1, 0.0], [0.1, 0.0, -0.2], [0.0, 0.3, -0.1], [0.0, 0.2, -0.1], [0.0, 0.0, 0.5], [0.0, -0.1, 0.1], [0.0, 0.1, 0.1], [0.0, 0.0, 0.0], [0.0, -0.1, 0.0], [0.0, -0.1, 0.0], [0.0, -0.1, 0.1], [0.0, 0.0, -0.2], [0.0, 0.0, 0.0], [0.0, 0.0, 0.0], [0.0, 0.1, 0.1], [0.0, 0.0, 0.0], [0.0, 0.0, 0.1], [0.1, -0.2, 0.2], [0.0, -0.1, -0.1], [0.0, 0.0, 0.0], [0.0, 0.0, 0.0], [0.0, 0.1, 0.0], [0.0, 0.0, 0.0], [-0.1, 0.1, -0.1], [0.2, -0.1, 0.1], [0.1, 0.0, -0.1], [0.1, 0.0, 0.1], [0.4, -0.4, 0.0], [-0.1, 0.0, 0.1], [-0.1, 0.0, 0.0], [-0.1, 0.1, -0.1], [0.0, 0.0, -0.1]],
  "mulliken_spin": [3.23, -0.14, 0.02, 0.01, 0.00, 0.00, 0.01, 0.03, -0.18, 0.00, 0.00, 0.00, 0.00, 0.00, 0.00, -0.01, 0.00, 0.00, 0.00, 0.01, 0.00, 0.00, 0.00, 0.00, 0.00, 0.00, 0.00, 0.00, 0.00, 0.00, 0.00, 0.00, 0.00, 0.00, 0.00, 0.00, -0.02, 0.00, 0.00, 0.00, 0.00, -0.01, -0.04, 0.08, 0.00, 0.00, 0.00, 0.00, 0.00, 0.00, 0.00, 0.00, 0.00, 0.00, 0.00, 0.00, 0.00, 0.00, 0.00, 0.00, 0.00, 0.00, 0.00, 0.00, 0.00, 0.00, 0.01, 0.01, -0.07, 0.04, 0.00, 0.00, -0.01],
  "largest_force_ev_per_a": 0.63,
  "s2": 3.880,
  "energy_ev": -201353.2297,
  "e_homo_ev": [-9.50, -9.68],
  "total_charge": 1,
  "spin_multiplicity": 4
}

***

2.
{
  "formula": "C27H36N5O3S4Tl",
  "method": "ωB97M-V/def2-TZVPD",
  "symbols": ["Tl", "C", "N", "C", "C", "N", "C", "C", "C", "C", "C", "C", "C", "S", "C", "C", "C", "C", "C", "C", "S", "H", "H", "H", "H", "H", "H", "H", "H", "H", "H", "H", "H", "H", "H", "H", "H", "H", "H", "C", "N", "C", "C", "S", "N", "C", "C", "H", "H", "H", "H", "H", "H", "H", "H", "H", "H", "H", "H", "N", "C", "C", "C", "C", "C", "C", "S", "O", "O", "O", "H", "H", "H", "H", "H", "H"],
  "coordinates": [[0.801, 0.004, 1.095], [-1.452, 1.045, -1.067], [-1.397, 1.197, 0.390], [-1.428, 2.637, 0.796], [-0.102, 3.272, 1.248], [0.993, 2.857, 0.394], [0.994, 3.507, -0.919], [2.310, 2.843, 0.949], [2.747, 3.778, 1.876], [4.043, 3.711, 2.370], [4.901, 2.711, 1.943], [4.455, 1.745, 1.053], [3.159, 1.788, 0.563], [2.533, 0.446, -0.454], [-2.363, 0.410, 1.111], [-3.592, 0.078, 0.560], [-4.485, -0.711, 1.266], [-4.145, -1.185, 2.522], [-2.910, -0.878, 3.064], [-2.011, -0.070, 2.377], [-0.432, 0.281, 3.131], [-1.582, -0.008, -1.314], [-0.515, 1.392, -1.497], [-2.277, 1.613, -1.509], [-2.139, 2.742, 1.618], [-1.848, 3.185, -0.053], [0.118, 2.929, 2.259], [-0.245, 4.362, 1.289], [0.011, 3.443, -1.380], [1.713, 3.020, -1.575], [1.256, 4.567, -0.818], [2.087, 4.575, 2.193], [4.384, 4.454, 3.077], [5.910, 2.663, 2.324], [5.101, 0.933, 0.747], [-3.855, 0.430, -0.425], [-5.440, -0.960, 0.827], [-4.831, -1.813, 3.072], [-2.623, -1.272, 4.029], [-1.868, -2.398, -4.176], [-1.389, -3.652, -3.615], [-1.234, -4.716, -4.601], [-1.478, -3.881, -2.293], [-2.407, -2.849, -1.290], [-0.815, -4.956, -1.811], [-1.108, -5.487, -0.495], [0.490, -5.387, -2.321], [-1.522, -2.341, -5.205], [-1.465, -1.554, -3.621], [-2.959, -2.340, -4.149], [-2.083, -4.671, -5.285], [-1.231, -5.687, -4.118], [-0.313, -4.596, -5.174], [-2.131, -5.255, -0.209], [-0.425, -5.080, 0.257], [-0.971, -6.569, -0.526], [0.796, -4.792, -3.173], [0.464, -6.441, -2.603], [1.235, -5.249, -1.536], [0.433, -2.257, 0.352], [1.409, -2.500, -0.675], [2.609, -3.144, -0.409], [3.523, -3.313, -1.432], [3.263, -2.833, -2.712], [2.073, -2.169, -2.953], [1.143, -2.000, -1.939], [4.424, -3.128, -4.044], [4.482, -4.577, -4.111], [3.791, -2.484, -5.184], [5.639, -2.491, -3.567], [0.480, -2.887, 1.143], [-0.502, -2.307, -0.081], [2.816, -3.517, 0.587], [4.457, -3.828, -1.256], [1.893, -1.802, -3.954], [0.211, -1.482, -2.124]],
  "atomic_forces_ev_per_a": [[-0.3, 0.3, -0.2], [-0.1, -0.1, 0.0], [0.3, 0.1, 0.2], [-0.2, 0.0, 0.0], [0.0, -0.3, 0.1], [0.1, 0.1, -0.1], [0.0, 0.1, 0.1], [-0.2, -0.3, 0.0], [0.1, 0.0, -0.2], [0.0, 0.0, 0.0], [0.0, 0.0, 0.0], [0.0, -0.1, -0.1], [-0.3, 0.2, 0.1], [0.7, 0.1, -0.1], [0.2, 0.0, -0.1], [0.0, 0.0, 0.1], [0.0, 0.0, 0.0], [-0.1, 0.0, 0.0], [0.1, 0.0, 0.1], [0.0, -0.1, 0.0], [-0.2, -0.1, 0.3], [0.0, -0.1, 0.0], [0.0, 0.0, 0.0], [0.0, 0.0, 0.0], [0.0, 0.0, 0.0], [0.0, 0.1, 0.1], [0.0, 0.1, 0.0], [0.0, 0.0, -0.1], [0.0, 0.0, 0.0], [0.0, 0.0, 0.0], [0.0, 0.0, -0.1], [0.0, 0.0, 0.0], [0.0, 0.0, 0.0], [0.1, 0.0, 0.0], [0.0, 0.0, 0.0], [0.0, 0.0, -0.1], [0.0, 0.0, 0.0], [0.0, 0.0, 0.0], [0.0, 0.0, 0.0], [0.0, 0.0, 0.0], [-0.1, 0.1, -0.1], [0.0, 0.0, 0.0], [-0.1, 0.1, 0.0], [0.1, -0.1, 0.0], [0.0, 0.0, 0.1], [-0.1, 0.0, 0.1], [-0.1, 0.0, -0.1], [0.0, 0.0, 0.0], [0.0, 0.0, 0.0], [0.0, 0.0, 0.0], [0.0, 0.0, 0.0], [0.0, 0.0, 0.0], [0.0, 0.0, 0.0], [0.1, 0.0, 0.0], [0.0, 0.0, 0.0], [0.0, 0.0, 0.0], [0.0, 0.0, 0.0], [0.0, 0.0, 0.0], [0.0, 0.0, 0.0], [-0.2, 0.5, -0.1], [0.0, -0.1, 0.0], [-0.1, 0.0, 0.0], [0.2, 0.0, -0.1], [-0.2, -0.1, 0.3], [0.0, 0.0, -0.1], [0.1, 0.0, 0.0], [0.1, 0.2, -0.1], [0.0, -0.1, 0.0], [0.1, -0.1, 0.0], [0.0, -0.1, -0.1], [0.0, -0.1, -0.1], [-0.2, -0.2, 0.3], [0.0, 0.0, 0.1], [0.1, 0.0, 0.0], [0.0, 0.0, -0.1], [-0.1, 0.0, 0.0]],
  "mulliken_charge": [1.19, -1.67, 1.41, -1.16, -1.28, 1.03, -1.34, -0.18, -0.43, -0.72, -0.62, -0.85, 0.33, -0.16, -0.46, -0.19, -0.74, -0.67, -0.71, 0.65, -0.34, 0.43, 0.31, 0.39, 0.45, 0.52, 0.57, 0.38, 0.45, 0.37, 0.27, 0.43, 0.41, 0.41, 0.54, 0.41, 0.42, 0.42, 0.45, -1.02, 0.33, -1.26, 0.03, -0.18, 0.17, -0.95, -1.36, 0.41, 0.26, 0.32, 0.45, 0.39, 0.37, 0.42, 0.24, 0.34, 0.52, 0.36, 0.38, -0.27, 0.71, -1.11, -1.02, -0.36, -0.80, 1.34, 1.31, -0.69, -0.73, -0.68, 0.32, -0.31, 0.45, 0.43, 0.59, -0.13],
  "largest_force_ev_per_a": 0.73,
  "energy_ev": -90210.3454,
  "de_lowest_kcal_mol": 12.6,
  "e_homo_ev": -7.59,
  "total_charge": 0
}

***

3.
{
  "formula": "C22H48N3O2S",
  "method": "ωB97M-V/def2-TZVPD",
  "symbols": ["C", "C", "C", "C", "C", "C", "C", "C", "C", "C", "C", "C", "C", "C", "N", "C", "C", "N", "C", "N", "C", "S", "C", "C", "H", "H", "H", "H", "H", "H", "H", "H", "H", "H", "H", "H", "H", "H", "H", "H", "H", "H", "H", "H", "H", "H", "H", "H", "H", "H", "H", "H", "H", "H", "H", "H", "H", "H", "H", "H", "H", "H", "H", "H", "H", "H", "C", "C", "O", "O", "H", "H", "H", "H", "H", "H"],
  "coordinates": [[-1.605, -1.961, 4.873], [-0.286, -1.399, 4.306], [0.577, -2.452, 3.600], [-0.089, -3.172, 2.406], [-1.095, -2.345, 1.602], [-0.437, -1.345, 0.650], [-1.464, -0.515, -0.141], [-1.900, -1.125, -1.483], [-0.778, -1.355, -2.518], [-0.796, -0.392, -3.728], [0.576, 0.205, -4.111], [0.785, 1.689, -3.743], [1.790, 1.905, -2.596], [1.143, 1.722, -1.223], [1.761, 2.528, -0.140], [0.992, 2.315, 1.124], [-0.283, 3.189, 0.972], [0.143, 4.246, 0.018], [1.457, 3.887, -0.300], [2.336, 4.815, -0.491], [3.801, 4.672, -0.621], [4.426, 4.915, -2.288], [5.249, 3.346, -2.726], [5.698, 2.451, -1.578], [-1.583, -2.017, 5.962], [-1.821, -2.956, 4.469], [-2.462, -1.332, 4.602], [0.308, -0.986, 5.131], [-0.480, -0.556, 3.631], [1.512, -1.984, 3.269], [0.867, -3.201, 4.348], [0.708, -3.469, 1.710], [-0.551, -4.110, 2.732], [-1.795, -1.800, 2.247], [-1.712, -3.022, 0.999], [0.233, -0.675, 1.215], [0.211, -1.902, -0.042], [-2.369, -0.428, 0.479], [-1.111, 0.516, -0.286], [-2.403, -2.073, -1.258], [-2.667, -0.473, -1.922], [-0.882, -2.381, -2.888], [0.209, -1.306, -2.042], [-1.494, 0.426, -3.508], [-1.198, -0.913, -4.603], [1.364, -0.377, -3.611], [0.743, 0.076, -5.184], [-0.179, 2.139, -3.476], [1.159, 2.241, -4.614], [2.227, 2.908, -2.675], [2.608, 1.181, -2.697], [0.065, 1.920, -1.300], [1.233, 0.683, -0.885], [0.788, 1.253, 1.253], [1.599, 2.693, 1.952], [-0.586, 3.624, 1.926], [-1.137, 2.621, 0.593], [-0.453, 4.286, -0.800], [1.966, 5.755, -0.498], [4.079, 3.714, -0.188], [4.207, 5.475, 0.001], [6.133, 3.666, -3.289], [4.610, 2.801, -3.426], [6.182, 3.025, -0.779], [4.867, 1.885, -1.140], [6.440, 1.740, -1.947], [-4.739, -3.675, 1.580], [-5.938, -4.590, 1.467], [-5.524, -5.954, 1.483], [-3.814, -3.930, 0.535], [-5.043, -2.630, 1.504], [-4.255, -3.822, 2.556], [-6.422, -4.444, 0.502], [-6.663, -4.384, 2.259], [-5.236, -6.178, 2.371], [-3.800, -4.887, 0.418]],
  "atomic_forces_ev_per_a": [[-0.2, 0.2, -0.2], [0.1, -0.1, 0.2], [0.0, 0.0, 0.1], [0.1, 0.1, -0.1], [0.0, -0.1, -0.3], [0.1, 0.1, -0.1], [-0.2, 0.0, 0.1], [-0.1, -0.1, 0.1], [-0.2, -0.1, -0.1], [0.0, 0.1, 0.1], [0.0, -0.1, 0.0], [0.3, 0.0, -0.1], [-0.1, 0.0, 0.1], [0.1, -0.5, -0.3], [0.0, 0.5, 0.6], [0.0, 0.2, 0.0], [-0.3, -0.4, 0.1], [0.2, -0.5, 0.2], [0.1, 0.3, -0.1], [-0.1, -0.5, -0.3], [0.0, 0.2, 0.2], [0.1, 0.0, -0.1], [0.2, -0.3, -0.2], [0.0, 0.1, 0.2], [0.0, -0.1, -0.1], [0.1, 0.1, 0.2], [0.1, -0.1, 0.1], [-0.1, 0.0, -0.2], [0.0, -0.1, 0.0], [-0.1, 0.0, 0.0], [0.0, 0.1, -0.2], [-0.1, -0.1, 0.2], [-0.1, 0.2, 0.0], [0.1, -0.1, 0.0], [0.1, 0.1, 0.1], [-0.1, -0.2, 0.0], [0.0, 0.1, 0.1], [0.2, 0.1, -0.1], [0.0, -0.2, -0.1], [0.1, 0.1, 0.0], [0.1, -0.2, 0.1], [0.2, 0.1, 0.0], [-0.1, 0.0, 0.0], [0.1, 0.0, -0.1], [-0.1, 0.1, 0.2], [-0.1, 0.0, -0.2], [0.0, 0.1, 0.2], [0.1, 0.1, -0.1], [-0.1, -0.1, 0.1], [-0.1, 0.0, 0.0], [0.0, 0.3, 0.0], [0.1, 0.1, 0.1], [0.0, 0.2, -0.1], [0.0, 0.2, 0.1], [-0.1, -0.2, -0.1], [0.2, 0.1, -0.2], [0.2, 0.1, -0.1], [0.0, 0.4, 0.0], [-0.1, 0.2, 0.0], [0.0, 0.0, -0.2], [-0.1, -0.2, 0.0], [-0.2, 0.1, 0.1], [0.0, 0.0, 0.2], [0.0, -0.1, -0.2], [0.1, 0.1, -0.1], [-0.2, 0.0, 0.0], [0.1, 0.0, 0.0], [0.0, 0.0, 0.0], [0.0, 0.1, -0.1], [-0.1, 0.1, 0.0], [0.0, 0.0, 0.0], [0.0, 0.0, 0.0], [0.0, 0.0, 0.0], [0.0, 0.0, 0.0], [0.0, -0.1, 0.1], [0.0, -0.1, 0.0]],
  "mulliken_charge": [-1.18, -0.12, -0.85, -1.13, -0.12, 0.06, 0.50, -1.05, -0.54, -0.95, -0.88, -1.33, 0.19, -0.86, 0.21, -0.07, -0.66, -0.43, 0.00, 0.11, -0.62, -0.12, -0.22, -1.21, 0.35, 0.24, 0.33, 0.49, -0.06, 0.33, 0.39, 0.38, 0.41, 0.34, 0.11, -0.25, 0.31, 0.58, -0.91, 0.19, 0.58, 0.45, 0.26, 0.42, 0.39, 0.47, 0.44, 0.54, 0.35, -0.04, 0.43, 0.39, 0.26, -0.09, 0.40, 0.37, 0.38, 0.32, 0.33, 0.36, 0.36, 0.43, 0.27, 0.39, 0.24, 0.36, -0.13, -0.62, -0.53, -0.44, 0.29, 0.17, 0.30, 0.35, 0.31, 0.32],
  "largest_force_ev_per_a": 0.79,
  "energy_ev": -42986.0942,
  "e_homo_ev": -11.90,
  "total_charge": 1
}

***

4.
{
  "formula": "C2H5ClNOP",
  "method": "ωB97M-V/def2-TZVPD",
  "symbols": ["C", "C", "N", "O", "P", "Cl", "H", "H", "H", "H", "H"],
  "coordinates": [[2.867, -0.259, -0.286], [1.659, 0.024, 0.171], [-2.663, 0.707, -0.028], [-2.312, 0.734, -1.221], [-3.108, -0.463, 1.049], [-2.862, -2.090, -0.138], [3.701, -0.550, 0.317], [3.141, -0.108, -1.350], [0.772, 0.451, -0.305], [1.567, -0.176, 1.319], [-2.762, 1.729, 0.472]],
  "atomic_forces_ev_per_a": [[-0.1, 0.8, -2.1], [0.1, -0.5, 3.3], [-0.4, 2.6, 1.1], [0.0, -0.2, 0.4], [0.2, 0.0, -0.5], [0.0, 0.0, 0.1], [0.0, -0.4, 0.5], [-0.3, -0.1, 0.6], [0.6, -0.4, -0.3], [-0.3, 0.5, -2.1], [0.3, -2.5, -1.1]],
  "nbo_charge": [-0.39, -0.39, -0.37, -0.43, 0.72, -0.27, 0.20, 0.19, 0.21, 0.18, 0.36],
  "largest_force_ev_per_a": 3.34,
  "energy_ev": -27500.6987,
  "de_lowest_kcal_mol": 94.6,
  "e_homo_ev": [-8.99, -8.99],
  "total_charge": 0
}